Model i:
Computed, not measured: one molecule with the formula C7H13NO, with the ωB97M-V functional and the def2-TZVPD basis.

Geometry as ORCA input:
```
! wB97M-V def2-TZVPD RIJCOSX def2/J DEFGRID3
* xyz 0 1
C 0.310 -0.615 1.877
H -2.125 1.681 0.832
H 3.872 0.573 -0.283
H -2.181 -2.149 0.449
H -0.254 2.372 -1.649
H -1.546 -1.752 -1.149
O 1.910 1.123 -0.006
H 2.993 -0.443 0.850
N -2.595 0.831 0.509
H -3.231 -1.361 -0.744
C 0.256 0.730 -0.415
H 0.807 1.165 -2.386
C -1.778 -0.078 0.178
H 1.151 -1.295 1.722
H 2.688 -0.596 -0.901
H -0.522 -1.193 2.288
C -0.063 1.300 -1.737
C -2.211 -1.408 -0.353
C -0.045 0.021 0.601
C 2.884 0.128 -0.089
H -0.932 0.825 -2.200
H 0.613 0.140 2.606
*
```

HOMO energy in eV: -8.5
LUMO energy in eV: 0.815

=====

Model ii:
Computed, not measured: one molecule with the formula C7H13NO, with the ωB97M-V functional and the def2-TZVPD basis.

Geometry as ORCA input:
```
! wB97M-V def2-TZVPD RIJCOSX def2/J DEFGRID3
* xyz 0 1
C 0.950 0.588 -0.064
C 0.515 -1.485 1.411
H -2.513 -0.856 -1.511
H 1.593 -1.660 1.488
H 1.187 2.231 -1.276
H -0.355 1.960 -0.832
N 0.608 1.874 -0.523
C 2.447 0.503 0.226
C -2.697 0.699 -0.002
H 2.644 0.983 1.187
H -3.570 0.219 0.451
C -0.602 -0.583 -0.777
H 0.162 -1.331 2.440
C 0.111 -0.282 0.625
C -1.914 -0.291 -0.798
H -3.030 1.515 -0.651
H 0.100 -2.455 1.124
H 2.823 -0.523 0.263
H -2.125 1.161 0.802
H 3.031 1.046 -0.524
O -0.165 -1.626 -1.567
H 0.799 -1.686 -1.492
*
```

HOMO energy in eV: -7.4
LUMO energy in eV: 0.675

=====

Relative energies, unit kcal/mol: model i 9.8; model ii 0.0

=====

Model i:
Computed, not measured: a 2-piece molecular cluster, C5H12NO overall, with the ωB97M-V functional and the def2-TZVPD basis.

Geometry as ORCA input:
```
! wB97M-V def2-TZVPD RIJCOSX def2/J DEFGRID3
* xyz -1 1
H 0.888 -1.752 -0.408
H 2.333 0.615 0.944
O -2.732 -0.433 -2.980
C -0.946 0.156 -1.432
H 2.066 -0.780 -1.142
H 2.520 -1.862 0.230
H -0.962 -0.874 0.472
C 1.468 -0.054 0.875
H -0.481 1.017 -1.895
C -2.316 -0.295 -1.861
H 0.713 2.969 3.804
H -2.931 -0.469 -0.953
H -1.675 0.816 0.374
C -0.802 0.176 0.125
N 0.353 0.781 0.648
C 1.773 -1.158 -0.152
H 1.518 -0.694 1.821
H -0.901 -0.904 -1.904
H 0.115 2.745 3.432
*
```

HOMO energy in eV: -1.7
LUMO energy in eV: 3.914

=====

Model ii:
Computed, not measured: an isolated ion of composition C5H12NO and charge -1, with the ωB97M-V functional and the def2-TZVPD basis.

Geometry as ORCA input:
```
! wB97M-V def2-TZVPD RIJCOSX def2/J DEFGRID3
* xyz -1 1
H 2.315 -1.185 1.278
H 0.532 1.076 1.326
H -0.740 -1.804 -0.455
C 0.532 0.025 -0.382
N 1.199 0.487 0.824
H 2.150 0.057 2.597
H -0.309 1.955 -1.009
H 1.220 -0.656 -0.842
C 1.586 -0.561 1.863
C -2.062 -0.132 -0.719
H -2.446 0.732 -0.168
O 0.618 -1.249 2.458
C 0.378 1.189 -1.359
H -2.915 -0.824 -0.681
H 0.148 0.788 -2.347
C -0.814 -0.763 -0.124
H -0.828 -0.858 0.965
H 1.379 1.621 -1.452
H -1.943 0.102 -1.773
*
```

HOMO energy in eV: -2.5
LUMO energy in eV: 3.938

=====

Relative energies, unit kcal/mol: model i 71.1; model ii 0.0

=====

Model i:
Computed, not measured: an isolated ion of composition C5H12NO and charge -1, with the ωB97M-V functional and the def2-TZVPD basis.

Geometry as ORCA input:
```
! wB97M-V def2-TZVPD RIJCOSX def2/J DEFGRID3
* xyz -1 1
C 2.326 -0.593 0.657
H 0.470 -1.732 1.158
C -1.139 -0.447 -1.678
H 0.516 0.276 -0.401
H 2.994 -0.954 1.416
H -2.175 -0.471 -2.134
C 0.909 -0.735 1.242
H -0.181 1.362 2.322
H 2.397 -0.998 -0.450
H -0.722 -1.383 -2.008
H -0.152 2.356 0.774
H -1.534 1.177 1.478
C -0.447 1.395 1.303
H -2.043 0.330 -0.153
O -0.385 0.560 -2.063
N -1.344 -0.428 -0.109
H 2.576 0.451 0.633
H 0.872 -0.651 2.347
C -0.072 0.173 0.523
*
```

HOMO energy in eV: -2.5
LUMO energy in eV: 3.992

=====

Model ii:
Computed, not measured: a 2-piece molecular cluster, C5H12NO overall, with the ωB97M-V functional and the def2-TZVPD basis.

Geometry as ORCA input:
```
! wB97M-V def2-TZVPD RIJCOSX def2/J DEFGRID3
* xyz -1 1
C 1.598 0.458 -1.775
H -0.861 0.541 0.782
H -2.658 1.371 2.234
C -2.342 0.337 2.268
H -2.839 -0.344 2.953
H -0.023 -1.610 2.233
H 2.425 2.120 -2.980
H 2.144 2.469 -1.257
H -1.688 -2.148 1.959
C 1.748 1.946 -2.134
H 2.632 0.043 -1.667
C -1.358 -0.116 1.490
H 0.771 2.379 -2.359
N -0.585 -1.999 0.186
H -0.028 -1.250 -0.303
H 1.187 -0.048 -2.688
C -0.875 -1.538 1.543
H -0.074 -2.865 0.194
O 0.826 0.254 -0.680
*
```

HOMO energy in eV: -2.9
LUMO energy in eV: 4.047

=====

Model iii:
Computed, not measured: an isolated ion of composition C5H12NO and charge -1, with the ωB97M-V functional and the def2-TZVPD basis.

Geometry as ORCA input:
```
! wB97M-V def2-TZVPD RIJCOSX def2/J DEFGRID3
* xyz -1 1
H -1.599 0.772 -0.613
H -0.487 1.388 -2.457
O 0.169 -1.809 1.555
C 0.578 1.232 -2.650
C -0.655 0.797 -0.046
H 2.114 0.159 -1.613
H -2.083 0.517 1.522
C 1.024 0.035 -1.785
H 0.709 0.992 -3.705
H 0.978 -0.868 -2.421
C -0.559 -0.906 2.189
H -1.574 -1.275 2.484
H -0.068 -0.511 3.112
N 0.306 -0.142 -0.575
H -0.613 1.290 2.083
H 1.076 2.120 -2.265
C -0.995 0.505 1.436
H -0.218 1.787 -0.117
H 0.311 -1.053 -0.120
*
```

HOMO energy in eV: -2.4
LUMO energy in eV: 3.888

=====

Relative energies, unit kcal/mol: model i 25.6; model ii 0.0; model iii 15.3

=====

Model i:
Computed, not measured: a 2-piece molecular cluster, C4H3O3 overall, with the ωB97M-V functional and the def2-TZVPD basis.

Geometry as ORCA input:
```
! wB97M-V def2-TZVPD RIJCOSX def2/J DEFGRID3
* xyz -1 1
O -2.056 2.145 0.892
C 0.275 -0.110 -0.002
O -3.199 1.689 -1.012
H 0.138 -0.229 -1.053
H 0.001 0.799 0.481
O -4.094 -2.101 -0.095
C -2.654 1.440 0.100
H 0.379 -0.994 0.603
C -2.912 0.008 0.234
C -3.610 -1.012 0.014
*
```

HOMO energy (spin up / spin down) in eV: -4.5 / -4.4
LUMO energy (spin up / spin down) in eV: 3.518 / 2.798

=====

Model ii:
Computed, not measured: an isolated ion of composition C4H3O3 and charge -1, with the ωB97M-V functional and the def2-TZVPD basis.

Geometry as ORCA input:
```
! wB97M-V def2-TZVPD RIJCOSX def2/J DEFGRID3
* xyz -1 1
H 0.503 -1.063 -1.981
C 0.153 -0.887 0.061
O -0.932 0.671 -1.248
C -0.683 0.172 -0.151
H 0.209 -1.354 0.981
H -2.113 1.294 0.938
O -0.058 0.460 3.233
C -0.714 0.723 2.289
O 0.525 -1.668 -1.169
C -1.144 0.932 1.101
*
```

HOMO energy in eV: -2.1
LUMO energy in eV: 3.863

=====

Relative energies, unit kcal/mol: model i 31.0; model ii 0.0

=====

Model i:
Computed, not measured: an isolated ion of composition C3H7NO2 and charge +1, with the ωB97M-V functional and the def2-TZVPD basis.

Geometry as ORCA input:
```
! wB97M-V def2-TZVPD RIJCOSX def2/J DEFGRID3
* xyz 1 2
C 1.471 0.011 -0.146
H -2.998 -0.592 -0.680
C 0.090 0.676 -0.014
H -0.194 0.581 1.076
O 2.153 0.570 1.113
N -2.284 -0.401 0.112
C -1.104 0.039 -0.730
H 2.155 0.020 1.890
H -2.164 -1.435 0.498
H 2.112 0.429 -0.869
O -1.011 -0.441 -1.833
H 1.315 -1.055 -0.080
H 0.458 1.598 -0.337
*
```

HOMO energy (spin up / spin down) in eV: -15.2 / -15.0
LUMO energy (spin up / spin down) in eV: -5.781 / -9.745

=====

Model ii:
Computed, not measured: an isolated ion of composition C3H7NO2 and charge +1, with the ωB97M-V functional and the def2-TZVPD basis.

Geometry as ORCA input:
```
! wB97M-V def2-TZVPD RIJCOSX def2/J DEFGRID3
* xyz 1 2
H 1.349 -1.994 0.686
N 1.162 -1.557 -0.214
H -0.815 1.336 1.675
C 0.066 -0.687 -0.426
C -0.746 -0.391 0.816
H -1.720 0.052 0.659
H -0.753 -1.222 1.517
H 1.119 0.577 -1.959
H -0.586 -1.377 -1.033
C 0.238 0.608 -1.288
H 2.010 -1.120 -0.590
O -0.203 0.598 1.768
O -0.476 1.524 -1.102
*
```

HOMO energy (spin up / spin down) in eV: -15.3 / -15.1
LUMO energy (spin up / spin down) in eV: -4.457 / -9.294

=====

Relative energies, unit kcal/mol: model i 15.2; model ii 0.0

=====

Model i:
Computed, not measured: C3H6N2O2S as an isolated structure, with the ωB97M-V functional and the def2-TZVPD basis.

Geometry as ORCA input:
```
! wB97M-V def2-TZVPD RIJCOSX def2/J DEFGRID3
* xyz 0 1
C -0.080 -1.460 1.078
H -1.082 1.749 0.214
C 0.598 -0.175 1.086
H -0.382 1.696 -1.401
H 1.687 -0.310 1.073
N -0.607 -1.916 0.039
C -0.187 1.660 -0.371
H 0.079 -2.035 2.013
O 0.733 -1.408 -2.109
S -0.228 -0.825 -1.233
H 0.420 2.397 -0.061
H 0.130 0.649 1.830
O -1.520 -0.379 -1.847
N 0.440 0.356 -0.311
*
```

HOMO energy in eV: -10.3
LUMO energy in eV: 0.416

=====

Model ii:
Computed, not measured: one molecule with the formula C3H6N2O2S, with the ωB97M-V functional and the def2-TZVPD basis.

Geometry as ORCA input:
```
! wB97M-V def2-TZVPD RIJCOSX def2/J DEFGRID3
* xyz 0 1
H 0.097 2.719 -0.728
H -1.584 0.001 1.397
C -1.601 -0.650 0.485
H 0.852 -2.377 -0.197
C 0.697 -0.294 0.083
C -0.374 1.842 -0.250
O 0.770 1.032 0.056
H -0.934 2.129 0.656
H -1.000 1.220 -0.866
N -0.354 -1.002 -0.002
N 1.873 -0.865 0.041
H 2.759 -0.399 -0.311
S -3.042 -1.076 -0.188
O 1.842 -2.278 -0.176
*
```

HOMO energy in eV: -8.6
LUMO energy in eV: 0.048

=====

Model iii:
Computed, not measured: C3H6N2O2S as an isolated structure, with the ωB97M-V functional and the def2-TZVPD basis.

Geometry as ORCA input:
```
! wB97M-V def2-TZVPD RIJCOSX def2/J DEFGRID3
* xyz 0 1
N 1.687 -2.101 -0.490
H -0.068 0.321 -1.284
H -1.178 -1.036 -0.985
H 0.858 -1.895 -2.331
O 1.111 -2.485 1.982
N 0.039 -0.557 0.647
S 1.416 -1.460 1.050
C 0.849 -1.612 -1.286
H -0.064 1.549 0.603
H 0.811 0.824 1.966
C -0.060 0.722 1.317
H -0.972 0.755 1.916
C -0.175 -0.646 -0.772
O 2.902 -0.250 1.580
*
```

HOMO energy (spin up / spin down) in eV: -9.8 / -9.8
LUMO energy (spin up / spin down) in eV: -0.200 / -0.201

=====

Model iv:
Computed, not measured: one molecule with the formula C3H6N2O2S, with the ωB97M-V functional and the def2-TZVPD basis.

Geometry as ORCA input:
```
! wB97M-V def2-TZVPD RIJCOSX def2/J DEFGRID3
* xyz 0 1
H -2.668 -1.311 -0.358
C -2.579 0.537 -0.219
H 1.400 0.055 -1.446
S -0.360 -1.114 -0.036
C 1.046 -0.716 0.976
H 0.693 -1.023 1.994
O -0.455 1.550 -0.278
H 3.054 0.068 -1.212
H 2.920 0.221 1.046
N 2.144 0.289 -0.822
H -2.898 1.551 -0.014
C 2.108 -0.082 0.494
O -3.237 -0.592 -0.042
N -1.167 0.566 -0.083
*
```

HOMO energy in eV: -7.8
LUMO energy in eV: 0.497

=====

Relative energies, unit kcal/mol: model i 0.0; model ii 15.1; model iii 56.8; model iv 49.7